DFT (ωB97M-V/def2-TZVPD) results for a molecular structure, C32H24BrCrNO5P2S2.

Results
**LUMO level (alpha / beta)**: 0.0758 / 0.0759 hartree
**⟨S²⟩**: 3.790
**E_HOMO (alpha / beta)**: -3.8 / -4.2 eV
**Energy relative to the best compared isomer or geometry (same formula, charge and spin)**: 42.6 kJ/mol
**DFT total energy**: -184016.6671 eV

Geometry as ORCA input:
```
! wB97M-V def2-TZVPD RIJCOSX def2/J DEFGRID3
* xyz -1 4
Cr 1.588 -1.080 -0.813
S -0.427 -2.981 0.031
P -0.727 -1.286 1.174
C 0.103 -0.042 0.175
P -0.657 0.760 -1.238
S 0.557 0.182 -2.764
C -0.484 2.552 -1.145
C 0.159 3.049 -0.020
C 0.399 4.423 0.051
C -0.028 5.195 -1.027
C -0.662 4.695 -2.116
C -0.926 3.357 -2.185
C -2.393 0.517 -1.541
C -3.377 1.525 -1.303
C -4.722 1.387 -1.770
C -5.037 0.204 -2.429
C -4.090 -0.779 -2.721
C -2.775 -0.656 -2.276
C -2.381 -1.044 1.739
C -2.574 -0.383 2.955
C -3.910 -0.296 3.379
C -4.913 -0.874 2.639
C -4.700 -1.528 1.453
C -3.381 -1.668 0.983
C 0.186 -1.604 2.687
C 1.382 -0.975 2.895
C 2.248 -1.507 3.815
C 1.750 -2.369 4.792
C 0.443 -2.870 4.694
C -0.324 -2.485 3.614
H 0.451 2.313 0.702
H 0.892 4.855 0.956
H 0.073 6.290 -0.991
H -0.883 5.266 -3.027
H -1.429 2.913 -3.063
H -3.097 2.426 -0.718
H -5.446 2.105 -1.507
H -6.048 0.063 -2.821
H -4.336 -1.540 -3.468
H -2.055 -1.466 -2.476
H -1.709 -0.097 3.545
H -4.161 0.362 4.208
H -5.964 -0.869 2.962
H -5.536 -1.986 0.951
H -3.050 -2.269 0.115
H 1.675 -0.142 2.286
H 3.311 -1.201 3.905
H 2.378 -2.638 5.644
H 0.014 -3.570 5.428
H -1.322 -2.920 3.484
O 3.078 -4.769 -1.706
C 2.795 -3.634 -1.304
O 2.209 -2.645 -1.894
C 3.272 -3.075 0.239
O 4.206 -3.611 0.787
O 2.578 -2.017 0.564
O 6.416 2.068 -3.080
C 5.442 1.239 -2.588
C 4.817 0.240 -3.343
C 3.746 -0.375 -2.763
N 3.422 -0.249 -1.476
C 4.154 0.639 -0.765
Br 3.871 0.707 1.035
C 5.133 1.445 -1.267
H 6.770 1.636 -3.893
H 5.066 0.020 -4.366
H 3.192 -1.092 -3.333
H 5.750 2.162 -0.692
*
```